The following is a quantum chemistry calculation of a structure of composition C34H46N7O7PPbS3 at a distorted geometry, from OMol25.

Calculated values
* multiplicity: 1
* gap between HOMO and LUMO: 8.1 eV
* energy relative to the best compared isomer or geometry (same formula, charge and spin): 0.000 eV
* F_max: 1.90 eV/Å
* net charge: +2
* HOMO: -0.480 Ha

Atoms and positions in Å:
H  -1.44704  -2.88571  3.41318
H  -1.58493  -2.97732  -2.08897
O  -1.20591  1.19964  -2.24528
H  -3.68492  -0.50663  -3.83293
H  0.62440  2.59754  -4.72388
C  3.04900  -0.91777  -3.80647
C  4.02003  -1.96188  0.81669
C  -2.64921  1.56722  -5.26967
C  0.93958  0.16612  -3.35091
H  -3.09182  4.51966  3.60860
H  3.10407  -2.52237  0.69706
C  -1.51512  -2.06832  -4.79301
H  7.42608  1.15215  1.49104
H  0.26031  -6.26904  2.39580
H  -0.86333  3.21260  -3.94902
H  -2.92225  4.61398  -0.66996
N  7.42103  0.16317  1.33205
O  -3.59231  1.11689  -1.32969
N  3.90720  -0.63550  0.95174
H  1.19398  -4.40001  3.69142
C  6.27827  -0.53646  1.16248
H  1.16922  -1.69466  -4.42362
H  -3.11705  2.00690  -4.39107
H  -0.23445  -4.88167  0.18939
H  0.21614  6.07800  -0.48498
S  -0.28278  -2.78486  1.37995
H  -3.62966  -2.18638  -3.31232
C  0.11337  -4.41022  3.53632
H  -3.37278  5.74524  1.48197
N  6.38673  -1.85802  1.00752
C  5.01035  0.07573  1.13578
O  -0.30735  0.50458  2.32327
H  -2.78977  2.25416  -6.10590
C  -1.00928  -2.07368  -2.29661
S  -2.49349  2.01054  -1.40905
N  1.04406  4.98646  1.17720
C  -0.50847  0.67114  -6.27491
C  -2.34970  2.77437  0.25506
C  0.22219  -4.52453  1.11146
C  -2.43995  2.71502  2.65672
H  8.28857  -0.34401  1.34868
C  0.55408  5.13445  -0.09196
H  0.17275  -2.20222  3.65071
H  2.26392  4.62664  3.91741
H  3.21822  0.55774  4.03788
N  2.32023  1.78718  2.53082
H  -0.43137  1.40869  -7.07494
H  -3.15275  0.63426  -5.52289
H  -0.50619  -2.02841  -5.19928
H  -0.35634  -4.77789  4.44734
H  0.01500  -2.36562  -2.52675
C  1.41232  3.69207  1.32889
H  0.32523  3.62592  -1.65898
C  -3.17930  -1.20316  -3.16516
C  3.72989  0.11271  -3.17668
C  5.27166  -2.55494  0.85118
H  -2.19846  -1.67472  -5.54568
C  -0.38734  -3.01263  3.18926
C  -2.86931  4.03174  2.66861
C  3.01783  1.17448  -2.63581
C  -3.02407  4.72095  1.47697
C  -1.14494  1.35506  -5.05741
H  -1.00280  -1.45525  -1.39582
C  2.91769  2.69730  4.47394
C  -1.68132  -1.32610  -3.45853
N  2.36727  3.65896  3.66317
Pb  1.54169  0.37566  0.64952
O  -1.16316  0.20365  0.09154
H  4.81016  0.09173  -3.11364
C  -2.18944  2.07494  1.45268
O  -2.56153  3.14909  -2.28240
C  -2.77306  4.09937  0.26481
H  -2.31172  2.15408  3.57414
C  -0.45495  2.70751  -4.82390
C  2.88015  1.54152  3.75770
C  -0.22871  -5.29725  2.34144
H  0.49908  0.30716  -6.06638
N  1.17583  3.00947  0.22256
C  2.01021  3.07213  2.49916
H  -1.77041  -3.11750  -4.63757
H  -3.37127  -0.88597  -2.14794
O  -2.53944  -0.46080  2.01722
H  1.09071  2.04422  -2.33484
C  1.63457  1.19724  -2.71814
H  3.28114  2.91202  5.46358
H  5.38784  -3.62632  0.73798
H  1.30626  -4.50376  1.00142
H  3.54401  2.00238  -2.17591
O  1.01658  -2.01787  1.09896
H  -0.64560  3.33873  -5.69297
H  -1.30708  -5.46690  2.29314
C  0.63866  3.90359  -0.66845
C  1.66587  -0.88648  -3.90717
H  3.59470  -1.73869  -4.25292
H  4.89685  1.14780  1.26437
H  -1.11384  -0.15302  -6.64786
H  1.10292  5.72669  1.85696
S  -1.53735  0.41466  1.49780
P  -0.86009  0.33706  -3.53139

***

The following is a quantum chemistry calculation of a structure of composition C34H46N8OPS2TeTi at a distorted geometry, from OMol25.

Calculated values
* multiplicity: 2
* gap between HOMO and LUMO (alpha / beta): 6.4 / 6.6 eV
* energy relative to the best compared isomer or geometry (same formula, charge and spin): 0.743 eV
* ⟨S²⟩: 0.760
* F_max: 1.65 eV/Å
* net charge: +2
* HOMO (alpha / beta): -0.446 / -0.448 Ha

Atoms and positions in Å:
N  1.25118  -0.67324  1.50247
N  0.07134  -2.59293  -3.62640
C  -0.75076  1.54764  -7.52275
H  3.57450  -0.19403  1.13898
H  -3.57351  0.12642  -6.31196
H  -0.54482  -2.42923  -5.63460
C  2.01291  -2.48525  3.50152
H  0.10907  1.36176  -5.05326
P  -0.49891  -2.34956  -2.13705
H  1.16296  -4.09423  -4.62233
H  -1.01645  -1.06082  -4.61543
H  -2.51273  -2.62750  -4.07153
C  -0.63192  4.18401  2.86314
H  3.06442  2.22447  -4.06332
C  -1.71050  2.13189  -4.18634
O  0.39168  -1.45261  -1.24083
H  8.17929  -0.10861  -2.35306
H  -3.00643  -2.19067  -0.51145
C  1.58041  1.64395  4.18339
H  -1.39889  -4.66914  -3.21706
Ti  0.37710  0.20714  -0.16944
H  -1.85913  -0.87509  -0.28776
H  0.57993  0.51144  -8.85889
N  0.88489  0.96600  3.17418
H  -2.67287  -1.73377  -7.71225
C  -1.25500  -4.91915  -2.16932
C  5.53599  1.84539  -2.73777
H  8.58392  1.54905  -1.92770
C  4.47816  0.41872  1.16530
C  4.81937  0.94245  -0.20969
H  -2.31647  1.94894  -0.87997
C  1.29030  -3.40944  -3.78423
H  -0.26633  4.57301  1.91613
H  -3.63702  -2.84941  -2.72857
C  -2.36617  2.31703  -2.97366
C  0.00341  1.80983  2.59010
H  3.78603  3.75574  -3.59440
H  -0.64180  -5.82043  -2.11698
C  -1.79536  1.82683  -1.81676
H  1.00930  0.61360  -2.91770
H  1.33280  -0.94585  4.84724
C  -2.58372  -1.29826  -0.98240
H  2.06244  -2.02708  0.18520
N  0.11901  2.97395  3.22144
C  7.87559  0.93117  -2.48427
H  7.96774  1.18695  -3.53898
N  -1.96320  -1.60850  -2.28158
H  -3.37833  -0.56893  -1.12343
C  -2.63600  0.23474  -6.84468
H  5.80834  2.19803  -3.72923
H  4.29781  1.23558  1.86873
H  1.48809  -3.99542  -2.89070
C  6.47204  1.16060  -1.98213
C  -0.33101  0.45351  -8.27170
H  2.36712  1.18782  4.75845
H  2.24921  -3.20115  4.28079
C  3.90518  1.67439  -0.98663
H  -3.32570  2.81790  -2.93159
H  0.66026  -1.24172  -5.13425
C  -2.97418  -2.13296  -3.22200
C  -2.13444  -0.79397  -7.63007
N  -0.62168  1.18393  -1.78223
H  -3.57631  -1.30327  -3.59310
C  -0.23257  -1.78246  -4.81362
H  1.37393  3.73390  4.81742
H  -2.22590  -5.13772  -1.71998
H  -0.18817  2.47409  -7.52747
C  1.18354  -0.36379  2.80136
S  -1.11819  1.45645  1.35430
C  -0.40787  -4.08498  -0.02693
C  -0.46939  1.50373  -4.15074
H  0.29978  -4.90373  0.12096
H  -0.48271  4.92020  3.64576
C  1.09805  2.89082  4.20578
S  -2.45922  2.70873  -5.67347
H  2.14894  -2.76865  -3.98488
H  -1.35794  -4.37034  0.43330
C  1.49496  -1.24405  3.81950
H  5.29243  -0.19253  1.55522
H  -1.68901  3.95108  2.78026
C  2.25498  -2.76487  2.17120
H  6.79602  0.14080  -0.12329
C  4.24618  2.11700  -2.26772
C  1.86729  -1.83930  1.22700
Te  2.06067  2.27990  -0.12692
C  6.08404  0.69904  -0.72474
C  0.02728  1.06583  -2.95216
C  3.30787  2.85591  -3.20201
H  2.74559  -3.67849  1.86038
N  -0.58627  -3.82265  -1.45151
H  -0.03327  -3.20629  0.48166
N  -0.98802  -0.70790  -8.31135
C  -1.90805  1.41612  -6.77218
H  2.38073  3.15516  -2.72059